#a
The following is a DFT calculation (ωB97M-V/def2-TZVPD) of a 2-piece molecular cluster, C2H2S2 overall.

Structure (ORCA input):
```
! wB97M-V def2-TZVPD RIJCOSX def2/J DEFGRID3
* xyz 0 1
C 1.417 -2.001 0.031
C -0.833 0.928 -0.245
S 1.690 -1.282 1.381
S -0.892 -0.283 -1.241
H -0.567 0.704 0.776
H -0.816 1.934 -0.701
*
```

Summary:
HOMO level	-8.80	eV
orbital gap	8.19	eV
LUMO energy	-0.61	eV

***

#b
The following is a DFT calculation (ωB97M-V/def2-TZVPD) of a 2-piece molecular cluster, C2H2S2 overall.

Structure (ORCA input):
```
! wB97M-V def2-TZVPD RIJCOSX def2/J DEFGRID3
* xyz 0 1
C -1.475 -0.306 0.581
C 1.482 0.706 0.233
S -0.908 -1.817 0.630
S 0.905 1.698 -0.909
H -2.068 -2.529 0.879
H 2.064 2.247 -1.414
*
```

Summary:
HOMO level (spin up / spin down)	-8.54 / -8.52	eV
orbital gap (spin up / spin down)	8.31 / 8.27	eV
LUMO energy (spin up / spin down)	-0.22 / -0.26	eV

***

#c
The following is a DFT calculation (ωB97M-V/def2-TZVPD) of one molecule with the formula C2H2S2.

Structure (ORCA input):
```
! wB97M-V def2-TZVPD RIJCOSX def2/J DEFGRID3
* xyz 0 1
S -1.809 0.723 1.091
C -0.264 0.215 0.429
C 0.669 -0.369 -0.119
S 1.751 -1.124 -1.217
H -1.520 1.434 2.172
H 1.175 -0.879 -2.356
*
```

Summary:
HOMO level	-8.65	eV
orbital gap	9.22	eV
LUMO energy	0.57	eV
SMILES	SC#CS

***

#d
The following is a DFT calculation (ωB97M-V/def2-TZVPD) of a 2-piece molecular cluster, C2H2S2 overall.

Structure (ORCA input):
```
! wB97M-V def2-TZVPD RIJCOSX def2/J DEFGRID3
* xyz 0 1
C -1.213 -1.369 -0.021
C -0.237 -0.310 -0.192
S -3.114 -2.161 1.481
S -0.574 -1.526 -1.539
H -0.549 0.709 -0.385
H 0.721 -0.406 0.308
*
```

Summary:
HOMO level (spin up / spin down)	-8.49 / -8.48	eV
orbital gap (spin up / spin down)	7.07 / 7.06	eV
LUMO energy (spin up / spin down)	-1.42 / -1.42	eV

***

The structure with the greatest stability is #c.

***

#a
The following is a DFT calculation (ωB97M-V/def2-TZVPD) of one molecule with the formula C4H6BrClO.

Structure (ORCA input):
```
! wB97M-V def2-TZVPD RIJCOSX def2/J DEFGRID3
* xyz 0 1
C 0.445 1.056 1.465
C 0.715 0.257 0.157
Br 1.903 1.199 -1.113
C -0.514 -0.013 -0.693
O -1.635 -0.663 -0.119
C -0.858 -1.441 -0.981
Cl -1.345 -1.912 -2.634
H -0.013 2.123 1.448
H 1.494 1.073 2.031
H -0.351 0.553 2.050
H 1.336 -0.669 0.363
H -0.847 0.656 -1.510
H -0.331 -2.219 -0.465
*
```

Summary:
HOMO level	-10.46	eV
orbital gap	11.26	eV
LUMO energy	0.80	eV
SMILES	C[C@H](Br)[C@@H]1O[C@H]1Cl

***

#b
The following is a DFT calculation (ωB97M-V/def2-TZVPD) of a 2-piece molecular cluster, C4H6BrClO overall.

Structure (ORCA input):
```
! wB97M-V def2-TZVPD RIJCOSX def2/J DEFGRID3
* xyz 0 1
C -1.150 1.897 0.719
C -1.079 0.826 -0.103
Br -2.115 0.467 -1.697
C 0.032 -0.192 0.344
C -0.400 -1.621 0.125
O 0.994 0.188 0.894
H -0.470 2.031 1.540
H -2.041 2.477 0.501
H -1.221 -1.730 0.773
H 0.506 -2.167 0.247
H -0.733 -1.929 -0.911
Cl 3.681 0.396 -1.513
H 3.998 -0.644 -0.920
*
```

Summary:
HOMO level	-9.67	eV
orbital gap	10.21	eV
LUMO energy	0.53	eV
SMILES	C=C(Br)C(C)=O.Cl

***

The structure with the greatest stability is #b.

***

#a
The following is a DFT calculation (ωB97M-V/def2-TZVPD) of C9H11NO2 as an isolated structure.

Structure (ORCA input):
```
! wB97M-V def2-TZVPD RIJCOSX def2/J DEFGRID3
* xyz 0 1
C 0.018 0.872 1.942
C -0.843 -0.488 1.847
C -1.377 -0.697 0.444
C -0.259 -0.774 -0.760
C 0.182 0.510 -1.277
C 1.081 0.482 -2.255
C 1.666 -0.682 -2.726
C 1.298 -1.915 -2.044
C 0.303 -1.917 -1.033
H -0.240 3.835 1.648
H -2.021 1.970 2.472
H -1.319 -0.505 2.834
H -0.361 -1.183 1.972
H -2.008 -1.439 0.382
H -2.114 -0.185 0.298
H 0.045 1.549 -0.662
H 1.562 1.526 -2.861
H 2.462 -0.857 -3.330
H 1.657 -3.136 -2.427
H 0.171 -3.107 -0.802
N -0.861 2.046 1.929
O -0.225 3.076 2.304
O 1.185 1.019 2.105
*
```

Summary:
HOMO level	-9.03	eV
orbital gap	9.63	eV
LUMO energy	0.60	eV

***

#b
The following is a DFT calculation (ωB97M-V/def2-TZVPD) of one molecule with the formula C9H11NO2.

Structure (ORCA input):
```
! wB97M-V def2-TZVPD RIJCOSX def2/J DEFGRID3
* xyz 0 1
N 1.192 1.640 -0.644
C 1.654 0.766 0.482
C 0.615 0.110 1.394
C -0.869 0.003 0.784
C -1.201 -1.234 0.390
C -2.298 -1.366 -0.532
C -3.322 -0.422 -0.716
C -3.044 0.809 -0.041
C -1.804 0.994 0.510
C 2.459 -0.393 -0.181
O 2.894 -1.432 0.380
O 2.507 -0.126 -1.471
H 0.364 1.803 -0.854
H 1.778 2.479 -0.775
H 2.264 1.536 1.125
H 1.049 -0.889 1.860
H 0.431 0.766 2.214
H -0.346 -1.938 0.553
H -2.566 -2.285 -1.213
H -4.244 -0.590 -1.207
H -3.794 1.552 -0.311
H -1.703 2.124 0.695
H 2.070 0.825 -1.405
*
```

Summary:
HOMO level	-9.46	eV
orbital gap	9.91	eV
LUMO energy	0.45	eV
SMILES	N[C@@H](Cc1ccccc1)C(=O)O

***

The structure with the greatest stability is #b.

***

#a
The following is a DFT calculation (ωB97M-V/def2-TZVPD) of one molecule with the formula C2H5NOS.

Structure (ORCA input):
```
! wB97M-V def2-TZVPD RIJCOSX def2/J DEFGRID3
* xyz 0 1
O -1.386 -1.398 0.060
C -0.260 -1.044 0.797
C 0.582 -0.131 -0.017
N 0.114 1.122 -0.222
S 1.076 1.963 -1.418
H -1.928 -0.625 -0.052
H 0.367 -1.920 0.899
H -0.626 -0.738 1.775
H 1.475 -0.456 -0.547
H 0.587 3.226 -1.275
*
```

Summary:
HOMO level	-9.02	eV
orbital gap	9.52	eV
LUMO energy	0.51	eV
SMILES	OC/C=N/S

***

#b
The following is a DFT calculation (ωB97M-V/def2-TZVPD) of one molecule with the formula C2H5NOS.

Structure (ORCA input):
```
! wB97M-V def2-TZVPD RIJCOSX def2/J DEFGRID3
* xyz 0 1
C 0.879 0.918 -0.853
S 0.106 -0.648 -1.294
C -0.607 -1.166 0.610
N -1.569 -0.227 0.708
O -1.362 0.819 1.304
H 1.252 0.746 0.217
H 0.103 1.823 -0.888
H 1.774 1.056 -1.447
H -1.007 -2.222 0.431
H 0.431 -1.099 1.213
*
```

Summary:
HOMO level	-9.21	eV
orbital gap	8.38	eV
LUMO energy	-0.83	eV
SMILES	CSCN=O

***

#c
The following is a DFT calculation (ωB97M-V/def2-TZVPD) of one molecule with the formula C2H5NOS.

Structure (ORCA input):
```
! wB97M-V def2-TZVPD RIJCOSX def2/J DEFGRID3
* xyz 0 1
C 0.865 -1.334 0.577
O 0.789 0.030 0.066
N -0.367 0.406 -0.541
C -1.014 1.536 -0.330
S -0.725 2.753 0.704
H 0.490 -1.368 1.616
H 0.291 -1.962 -0.046
H 1.923 -1.603 0.523
H -0.486 -0.037 -1.455
H -1.767 1.579 -1.113
*
```

Summary:
HOMO level	-8.31	eV
orbital gap	8.99	eV
LUMO energy	0.68	eV
SMILES	CONC=S

***

The structure with the greatest stability is #a.

***

#a
The following is a DFT calculation (ωB97M-V/def2-TZVPD) of one molecule with the formula C2H5NOS.

Structure (ORCA input):
```
! wB97M-V def2-TZVPD RIJCOSX def2/J DEFGRID3
* xyz 0 1
C -0.797 1.128 -0.687
S 0.661 0.256 -0.801
C 0.178 -1.231 0.016
N 0.616 -1.568 1.126
O 1.433 -0.718 1.818
H -0.852 2.007 0.295
H -0.726 1.787 -1.621
H -1.839 0.463 -0.685
H -0.421 -1.996 -0.518
H 1.747 -0.126 1.057
*
```

Summary:
HOMO level	-9.46	eV
orbital gap	9.96	eV
LUMO energy	0.50	eV
SMILES	CS/C=N\O

***

#b
The following is a DFT calculation (ωB97M-V/def2-TZVPD) of C2H5NOS as an isolated structure.

Structure (ORCA input):
```
! wB97M-V def2-TZVPD RIJCOSX def2/J DEFGRID3
* xyz 0 1
C -1.193 -0.389 0.659
C -0.173 -0.351 -0.587
H -1.835 1.781 0.815
H -1.025 0.704 2.544
H -2.417 -1.144 0.197
H -0.544 -1.304 1.740
H 0.907 1.578 0.784
N -1.107 0.984 1.297
O -0.263 -0.585 -1.895
S 1.436 0.038 -0.027
*
```

Summary:
HOMO level	-9.20	eV
orbital gap	8.58	eV
LUMO energy	-0.62	eV

***

#c
The following is a DFT calculation (ωB97M-V/def2-TZVPD) of one molecule with the formula C2H5NOS.

Structure (ORCA input):
```
! wB97M-V def2-TZVPD RIJCOSX def2/J DEFGRID3
* xyz 0 1
C -1.284 -0.555 -1.110
S -0.447 0.896 -0.581
N 0.824 0.047 0.114
C 1.058 0.531 1.571
O 2.114 0.307 2.225
H -1.831 -1.140 -0.284
H -1.870 -0.010 -2.076
H -0.489 -1.151 -1.480
H 1.693 -0.050 -0.301
H 0.231 1.126 1.922
*
```

Summary:
HOMO level	-9.22	eV
orbital gap	9.99	eV
LUMO energy	0.77	eV
SMILES	CSNC=O

***

The structure with the greatest stability is #c.

***

#a
The following is a DFT calculation (ωB97M-V/def2-TZVPD) of one molecule with the formula C2H5NOS.

Structure (ORCA input):
```
! wB97M-V def2-TZVPD RIJCOSX def2/J DEFGRID3
* xyz 0 1
C 0.523 -1.361 0.676
C 0.267 1.163 -0.807
N -0.048 -0.813 1.781
O 1.826 -0.743 -1.593
S 1.577 -0.133 -0.321
H 0.551 -2.310 0.272
H 0.769 2.057 -1.151
H -0.379 1.364 -0.054
H -0.270 0.755 -1.574
H -0.584 -1.408 2.351
*
```

Summary:
HOMO level	-9.10	eV
orbital gap	9.20	eV
LUMO energy	0.10	eV

***

#b
The following is a DFT calculation (ωB97M-V/def2-TZVPD) of one molecule with the formula C2H5NOS.

Structure (ORCA input):
```
! wB97M-V def2-TZVPD RIJCOSX def2/J DEFGRID3
* xyz 0 1
O -1.267 0.369 -0.589
C -0.244 -0.594 -0.756
C 1.025 -0.324 0.030
N 1.222 0.247 1.164
S -0.024 0.739 2.214
H -0.916 1.224 -0.823
H -0.030 -0.725 -1.824
H -0.732 -1.486 -0.371
H 1.913 -0.706 -0.498
H -0.946 1.255 1.453
*
```

Summary:
HOMO level	-8.80	eV
orbital gap	9.32	eV
LUMO energy	0.52	eV
SMILES	OC/C=N\S

***

#c
The following is a DFT calculation (ωB97M-V/def2-TZVPD) of one molecule with the formula C2H5NOS.

Structure (ORCA input):
```
! wB97M-V def2-TZVPD RIJCOSX def2/J DEFGRID3
* xyz 0 1
N 0.794 0.516 0.777
C -0.614 0.405 0.305
C -0.573 -0.337 -1.027
O -1.394 -0.060 -1.905
S 0.598 -1.811 -1.162
H 0.775 0.198 1.856
H 1.230 1.561 0.488
H -1.134 -0.417 0.880
H -1.107 1.329 -0.042
H 1.425 -1.385 -0.169
*
```

Summary:
HOMO level	-9.56	eV
orbital gap	9.98	eV
LUMO energy	0.41	eV
SMILES	NCC(=O)S

***

#d
The following is a DFT calculation (ωB97M-V/def2-TZVPD) of one molecule with the formula C2H5NOS.

Structure (ORCA input):
```
! wB97M-V def2-TZVPD RIJCOSX def2/J DEFGRID3
* xyz 0 1
C 0.956 -0.561 1.613
C 0.205 -0.151 0.298
S 1.099 0.371 -0.974
N -1.176 -0.174 0.431
O -2.027 0.123 -0.674
H 1.883 -1.053 1.487
H 1.273 0.388 2.147
H 0.324 -1.085 2.310
H -1.573 -0.745 1.151
H -2.008 1.070 -0.598
*
```

Summary:
HOMO level	-8.45	eV
orbital gap	9.12	eV
LUMO energy	0.67	eV
SMILES	CC(=S)NO

***

The structure with the greatest stability is #c.